# 1
57
Properties=species:S:1:pos:R:3:forces:R:3:mulliken_charge:R:1 method="wB97M-V/def2-TZVPD" total_charge=+1 homo_energy_ev=-11.4 lumo_ev=-2.32
Tl -1.0396 -0.2107 3.1719 0.10 0.01 0.06 0.854
P 1.0802 0.0228 -0.1272 0.23 0.31 -1.27 0.176
O 0.4643 -0.1904 1.2140 -0.17 -0.09 0.40 -1.019
N 2.7419 -0.1869 -0.2729 -1.28 0.21 -0.20 0.010
N -2.8905 1.4972 2.1297 0.08 0.06 0.07 -0.542
N -2.8579 -1.9173 2.0796 0.17 -0.07 -0.06 -0.532
N 0.4014 -1.0225 -1.2128 0.38 0.15 0.62 0.182
N 0.8127 1.5773 -0.6199 0.23 -0.51 0.46 0.125
C 3.5269 -1.5610 1.4979 0.05 -0.07 0.03 -0.553
C -0.4081 -2.1540 -0.7726 -0.18 -0.16 0.24 0.199
C 1.3008 2.1810 -1.8526 0.10 0.06 -0.48 -0.410
C 3.2523 -1.5222 -0.0105 0.17 -0.48 -0.03 -0.601
C 0.7579 -1.1397 -2.6211 0.07 0.15 -0.47 -0.412
C 0.0922 3.8129 -0.6031 0.12 -0.06 0.03 -0.671
C -0.8555 -2.8085 -2.0749 0.13 0.01 0.05 -0.674
C -3.8319 1.0652 1.0877 -0.33 0.02 0.01 -0.551
C -3.8542 -1.5060 1.0810 -0.36 0.01 0.02 -0.378
C 1.2683 3.6829 -1.5705 -0.12 -0.09 0.01 -0.732
C 0.2479 2.5779 0.2773 -0.16 0.08 0.30 0.474
C 3.7576 -0.0858 1.8769 0.06 0.02 0.06 -0.560
C -4.5679 -0.2158 1.4872 0.27 -0.02 -0.33 -0.728
C 0.3360 -2.5594 -2.9991 -0.09 0.10 0.06 -0.782
C 3.5605 0.6792 0.5607 0.30 0.39 0.18 -0.644
H -3.2549 0.9009 0.1754 -0.08 0.02 -0.06 0.308
H -3.4253 1.7877 2.9451 0.11 0.07 -0.01 0.300
H -0.8506 3.7640 -1.1483 -0.04 0.03 -0.04 0.323
H 0.1877 -0.4097 -3.2076 0.13 -0.03 -0.04 0.282
H -0.6968 2.2123 0.6824 0.00 0.12 0.03 -0.861
H 1.1313 4.2725 -2.4740 0.08 0.00 -0.03 0.379
H -4.6063 -2.2926 0.9294 0.18 0.08 -0.04 0.392
H -4.7146 -0.2168 2.5700 -0.19 0.00 0.05 0.327
H 2.6566 -1.9539 2.0225 0.05 -0.06 0.03 0.161
H 0.0727 -2.6462 -4.0505 0.08 -0.01 -0.04 0.382
H 4.3864 -2.1879 1.7252 -0.03 -0.06 0.06 0.424
H 1.8229 -0.9575 -2.7768 -0.02 0.01 -0.04 0.353
H -2.3932 2.3192 1.7986 -0.05 0.02 0.18 0.179
H -4.5757 1.8487 0.8845 0.19 -0.10 -0.04 0.410
H -1.7414 -2.3040 -2.4611 -0.06 0.00 -0.04 0.314
H 0.6237 1.9392 -2.6802 0.12 0.01 -0.03 0.278
H 4.5210 0.8253 0.0579 -0.05 0.08 0.01 0.417
H -1.0786 -3.8654 -1.9516 -0.07 -0.03 0.02 0.422
H -1.2337 -1.7912 -0.1600 -0.05 -0.13 0.00 -0.636
H -2.3227 -2.6997 1.7080 -0.07 0.02 0.19 0.234
H 0.9197 2.7817 1.1200 -0.05 0.02 0.02 0.317
H 0.1188 4.7363 -0.0299 -0.06 0.03 0.03 0.408
H -3.3500 -2.2568 2.9015 0.11 -0.09 0.01 0.293
H -5.5537 -0.2089 1.0202 0.01 0.00 0.06 0.369
H 1.1377 -3.2654 -2.7798 0.03 -0.03 0.00 0.330
H 2.1926 3.9970 -1.0847 0.03 0.02 0.01 0.317
H 0.1800 -2.8554 -0.1679 -0.04 -0.02 0.01 0.340
H 3.0201 0.2372 2.6104 0.06 0.02 0.05 0.188
H 4.7525 0.0859 2.2822 -0.02 0.03 0.08 0.403
H 2.2995 1.8168 -2.1006 -0.03 0.01 -0.04 0.345
H 3.0827 1.6490 0.6928 0.09 0.07 -0.03 0.258
H 4.1848 -1.6433 -0.5698 -0.07 -0.06 -0.03 0.410
H -3.3329 -1.3553 0.1340 -0.09 -0.03 -0.03 0.150
H 2.5431 -2.2792 -0.3417 0.06 -0.07 -0.06 0.251


# 2
56
Properties=species:S:1:pos:R:3:forces:R:3:mulliken_charge:R:1 method="wB97M-V/def2-TZVPD" total_charge=0 homo_energy_ev=-4.0 lumo_ev=-0.96
P -2.6959 1.4969 -0.9400 0.11 -0.08 -0.12 0.667
O -3.9751 0.7722 -0.3401 -0.07 -0.10 0.01 -0.318
O -3.0924 3.0195 -0.8021 -0.09 0.06 -0.01 -0.221
O 4.3273 -2.4611 6.0146 -0.01 0.16 -0.06 -0.854
O 2.9477 -1.8274 0.6301 -0.21 -0.11 -0.14 -0.253
O -2.2445 1.0129 -2.2644 -0.17 0.11 0.46 -0.763
N 2.2548 0.1502 -1.2089 0.21 0.00 0.05 -0.127
C 2.7116 -0.5079 1.0556 0.21 0.04 0.05 -0.846
C 3.9085 -3.1115 4.9369 0.02 -0.31 0.06 -0.425
C 3.6075 -1.8738 -0.5987 -0.04 -0.11 -0.19 -0.806
C 1.6313 0.0900 0.1750 -0.16 -0.23 0.14 0.519
C 2.8615 -1.1513 -1.7458 0.15 0.15 -0.08 0.125
C -4.8268 -1.3153 0.5905 0.02 0.07 0.03 -1.168
C 3.5685 -2.2039 3.7283 -0.10 0.12 -0.03 -0.758
C -4.3098 3.5389 -1.3907 0.11 0.13 -0.12 -0.229
C -4.2789 -0.6116 -0.6500 0.07 -0.01 -0.22 -0.045
C -4.1347 5.0360 -1.5743 -0.08 -0.04 0.04 -1.204
C 1.8514 -1.9982 -2.5526 0.02 -0.04 -0.08 -0.511
C -1.4373 1.3682 0.3303 0.39 -0.02 0.09 -0.582
C 0.3619 -1.6921 -2.4167 -0.23 -0.17 0.12 -1.279
C -0.1053 2.0202 -0.1010 -0.05 -0.13 0.12 -0.737
C 1.1259 1.4566 0.6262 0.06 -0.10 0.06 -1.127
H -0.2097 -2.4195 -3.0017 0.14 0.09 0.09 0.455
H 2.0371 -3.0459 -2.2932 -0.08 0.17 -0.03 0.343
H -4.2382 5.5755 -0.6284 0.04 -0.13 -0.11 0.306
H -1.8151 1.8288 1.2490 0.04 -0.10 -0.11 0.463
H 2.9727 -3.7335 5.0930 0.05 0.05 -0.03 0.145
H -5.0022 -0.5822 1.3839 -0.01 -0.10 -0.16 0.306
H 0.0676 -0.7183 -2.8122 0.04 0.12 0.04 0.416
H -5.7743 -1.8154 0.3769 0.12 0.06 0.01 0.321
H -4.9994 -0.5917 -1.4708 0.03 -0.04 0.14 0.322
H 4.6292 -1.4754 -0.5024 -0.13 0.07 0.03 0.389
H 3.6447 0.0787 0.9756 -0.10 0.04 0.13 0.354
H 4.4575 -1.6267 3.4435 -0.01 0.03 0.01 0.261
H -3.3685 -1.0828 -1.0353 -0.16 -0.03 0.07 0.172
H -4.1316 -2.0647 0.9745 -0.04 0.10 -0.02 0.326
H 2.1106 -1.8945 -3.6125 0.00 -0.07 0.16 0.322
H 1.9505 2.1796 0.5786 -0.02 -0.07 -0.01 0.474
H -0.1562 3.0904 0.1227 -0.04 -0.13 -0.15 0.403
H -1.3277 0.2946 0.5368 0.08 0.11 -0.08 0.434
H 4.6479 -3.8652 4.5215 -0.05 0.05 0.01 0.172
H -3.1460 5.2519 -1.9844 -0.11 -0.05 -0.04 0.304
H 0.8374 -0.6564 0.1089 -0.06 0.22 0.01 -0.050
H 0.0016 -1.7678 -1.3878 0.04 -0.04 -0.10 0.214
H 3.0229 0.8163 -1.1253 0.01 0.13 -0.06 0.568
H -5.1342 3.3014 -0.7158 0.04 0.01 -0.06 0.269
H 2.4282 -0.5384 2.1085 -0.04 -0.08 -0.09 0.104
H -4.8886 5.4140 -2.2690 0.04 -0.01 0.09 0.374
H -0.0065 1.9346 -1.1917 0.06 0.02 0.10 0.450
H 1.6016 0.5398 -1.8872 -0.15 -0.07 -0.06 0.379
H 3.6374 -0.7995 -2.4361 -0.17 -0.07 0.06 0.344
H 3.2169 -2.7779 2.8606 0.01 -0.06 0.06 0.255
H 0.8943 1.3390 1.6928 0.05 0.09 -0.14 0.369
H 2.7858 -1.4980 4.0402 0.03 0.03 0.03 0.242
H -4.4840 3.0330 -2.3450 0.05 0.09 0.04 0.361
H 3.6807 -2.9310 -0.8705 0.12 0.18 0.01 0.374


# 3
61
Properties=species:S:1:pos:R:3:forces:R:3:mulliken_charge:R:1 method="wB97M-V/def2-TZVPD" total_charge=+1 homo_energy_ev=-11.3 e_above_lowest_kj_mol=183.5 lumo_ev=-1.55
Ag -0.1485 0.4075 0.2213 -0.22 0.14 0.06 0.759
O 0.2599 -0.0384 -2.1125 -0.02 0.14 -0.64 -0.287
O 1.3644 2.2151 0.7400 0.54 0.37 -0.86 -0.840
O -0.9958 -0.6949 2.2283 1.04 0.01 -1.07 -0.479
O 1.5711 -1.1270 0.7708 -1.35 0.25 0.29 -0.311
O -2.2790 1.3431 -0.5997 -0.72 0.79 0.57 -0.334
N 2.5386 -2.5273 2.2703 -0.86 0.75 -0.78 -0.147
N 0.8603 -2.1313 -2.5699 0.25 -0.52 -1.44 -0.083
N -4.0922 2.6592 -0.8583 0.24 0.77 -2.13 -0.154
N -2.0593 -1.0738 4.1038 0.79 0.54 0.72 -0.140
N 3.1291 3.2969 -0.1642 0.84 0.13 -0.38 -0.209
C 0.8436 3.7674 -0.9782 0.42 -0.95 -1.39 -0.708
C 3.5103 -3.4913 2.6641 0.34 -0.32 -0.49 -0.869
C -3.1850 -1.3159 4.8965 -2.49 -1.49 0.92 -0.970
C 1.3168 -3.1739 -3.4891 -0.05 0.62 0.04 -1.084
C -2.6400 2.0286 -2.7962 -0.76 1.08 -0.34 -0.779
C 2.4038 -1.9635 1.0364 1.51 0.83 0.35 0.617
C 0.2923 -0.5460 -4.4910 0.05 -0.78 1.18 -1.331
C -3.0181 2.0366 -1.3198 2.54 -2.41 -0.76 0.480
C 3.4081 -2.2233 -0.0691 0.39 -0.52 0.53 -1.198
C -4.3739 2.7793 0.4964 -0.76 -0.20 2.60 -0.914
C -3.3288 -1.2465 1.9717 0.50 -0.71 0.99 -1.178
C -2.0333 -1.0259 2.7595 -0.86 0.56 0.42 0.518
C 0.4918 -0.9022 -2.9630 -0.94 1.08 0.08 0.679
C 1.8074 3.0205 -0.1034 -0.12 -0.61 1.97 0.739
C 4.2157 2.6008 0.5765 -1.58 0.28 0.58 -0.816
H -3.9738 -0.3798 2.1167 0.26 0.31 -0.70 0.307
H 0.9153 -2.3573 -1.5871 -0.10 0.61 0.03 0.119
H 1.5190 -2.7688 -4.4806 -0.07 0.16 0.16 0.412
H -4.8741 3.7298 0.6819 -0.15 -0.19 0.10 0.349
H -3.3458 -2.3900 4.9883 -0.41 -0.29 -0.26 0.326
H 3.0429 -3.1504 -0.5111 0.58 -0.13 -0.49 0.256
H -2.2347 1.0929 -3.1813 -0.60 -0.31 0.58 -0.004
H -0.1735 -1.3494 -5.0617 0.39 -0.30 0.08 0.456
H -4.7000 3.1561 -1.4937 0.30 -0.13 -0.07 0.246
H 3.7259 2.1236 1.4253 0.00 -0.32 -0.17 0.266
H 1.8648 -2.2611 2.9740 -0.20 0.20 -0.39 0.268
H -3.5229 2.7178 1.1748 0.46 0.22 -0.56 0.285
H -4.0948 -0.8660 4.4991 0.02 -0.03 -0.15 0.277
H 4.7174 1.8481 -0.0316 0.06 0.24 -0.01 0.275
H 0.0194 3.0745 -1.1472 -0.63 0.45 0.84 -0.204
H 3.4389 -1.3957 -0.7778 -0.66 -0.15 0.07 0.286
H 0.6110 4.7801 -0.6489 -0.17 -0.30 0.05 0.394
H -4.9819 1.9388 0.8312 -0.49 0.12 0.09 0.276
H 3.8245 -3.2506 3.6797 0.26 -0.33 -0.14 0.332
H 4.3263 -3.4193 1.9450 0.28 -0.17 0.50 0.265
H -1.2274 -0.8541 4.6328 0.25 0.09 -0.73 0.278
H 3.4313 4.0231 -0.7978 -0.20 -0.17 -0.03 0.238
H 2.2834 -3.5038 -3.1085 -0.26 -0.70 -0.11 0.332
H 0.5335 -3.9216 -3.6136 0.44 -0.42 0.19 0.314
H -0.4110 0.2770 -4.6180 0.41 0.23 0.51 0.236
H -1.8142 2.7023 -3.0252 -0.05 0.44 0.47 0.263
H -3.0256 -1.5352 0.9653 -0.38 0.64 -0.07 0.202
H 4.4426 -2.3042 0.2644 -0.09 -0.52 0.13 0.424
H -3.2013 -1.0485 5.9531 0.96 0.74 -0.17 0.339
H -3.4914 2.3869 -3.3748 0.05 -0.20 -0.41 0.399
H 1.2027 3.7541 -2.0073 0.58 0.72 -0.08 0.381
H -3.9461 -2.0456 2.3822 0.26 -0.29 0.11 0.468
H 4.8869 3.3181 1.0487 0.17 0.07 -0.54 0.327
H 3.1009 -4.4981 2.5810 0.13 -0.17 0.35 0.282
H 1.2722 -0.2976 -4.8986 -0.13 0.04 -0.20 0.365


# 4
62
Properties=species:S:1:pos:R:3:forces:R:3:mulliken_charge:R:1 method="wB97M-V/def2-TZVPD" total_charge=+1 homo_energy_ev=-10.6 e_above_lowest_kj_mol=0.0 lumo_ev=-3.28
Cl 1.3518 -3.8277 3.3568 0.03 -0.07 0.01 -0.111
P -1.1050 -0.8635 2.8930 -0.67 0.26 0.40 0.322
O 4.3463 1.0021 0.0465 -0.06 -0.70 0.55 -0.537
O -1.4155 0.0416 3.9999 0.10 0.06 0.07 -0.573
O -1.0147 0.9851 -2.6122 0.01 -0.11 0.15 -0.287
O -5.3438 0.2164 -3.7720 0.06 0.16 0.09 -0.351
N 0.5278 -0.7168 2.3043 -0.13 -0.25 0.01 0.253
N 2.6702 -0.9119 2.0480 0.07 -0.03 0.01 0.258
N 4.6912 0.9968 3.1888 0.18 -0.01 0.19 -0.559
N -0.0676 0.6527 0.4176 0.06 -0.04 0.25 -0.309
N -3.1622 2.0000 -4.6259 0.07 -0.16 -0.01 -0.289
C 1.6721 -2.0073 6.5324 -0.11 0.09 -0.05 -1.353
C 1.7602 -2.1804 3.9863 -0.34 -0.24 0.04 0.517
C -6.0743 1.1309 -2.9772 -0.01 -0.09 -0.01 -0.742
C -1.7154 2.1618 -4.6664 -0.14 0.14 0.09 -0.848
C -3.6666 0.8592 -5.3796 0.06 0.06 0.15 -0.193
C -2.0612 0.1415 -2.1564 0.04 0.03 0.20 -0.522
C -5.1392 0.6488 -5.1133 -0.05 -0.17 -0.11 -0.815
C 1.6599 -1.2736 2.8141 0.12 0.31 0.01 -0.220
C 2.2335 -0.1124 0.9887 -0.21 0.21 0.01 0.183
C 4.0631 -1.2975 2.2998 0.10 -0.19 0.25 -1.079
C 2.4810 0.5449 -1.6347 -0.15 -0.46 0.61 -1.159
C 0.8762 0.0081 1.1774 0.49 0.15 -0.49 -0.025
C 0.9067 -1.8184 5.2102 0.30 -0.36 0.30 -0.549
C -0.8650 1.0737 -4.0238 0.20 0.04 -0.18 -0.528
C 4.6949 -0.4254 3.3941 -0.19 0.11 0.00 -0.475
B 3.0881 0.4920 -0.1897 -0.07 0.23 -0.32 0.234
H 5.0689 0.4437 -0.2511 0.26 0.38 -0.39 0.312
H -0.5812 1.3794 0.8970 -0.09 0.05 -0.03 0.251
H -7.0484 1.3523 -3.4216 -0.01 0.04 0.01 0.362
H 0.0559 -2.4923 5.2261 -0.29 0.14 -0.09 0.395
H 0.1841 1.3259 -4.2006 0.00 -0.01 0.04 0.315
H 4.1676 -0.6313 4.3269 -0.02 -0.05 0.13 0.212
H 1.4841 -1.1676 7.1923 0.00 0.07 0.12 0.371
H -5.5126 -0.1339 -5.7787 -0.03 0.00 0.01 0.397
H -3.5165 1.0423 -6.4468 0.02 0.01 -0.01 0.388
H 2.7933 -2.2611 4.2935 0.12 0.10 -0.10 0.190
H -2.9975 0.6865 -2.0135 -0.04 -0.04 -0.11 0.255
H 1.3587 -2.9056 7.0522 0.01 -0.15 0.02 0.347
H -1.4774 3.1070 -4.1720 0.04 0.00 -0.02 0.397
H -1.2159 -2.2354 3.1358 0.23 -0.07 -0.07 0.157
H -3.1489 -0.0760 -5.1217 -0.03 -0.05 -0.11 0.167
H 2.2909 1.5699 -1.9475 0.05 0.12 -0.16 0.301
H 0.2842 0.9737 -0.4740 -0.15 0.07 -0.16 0.037
H -1.8288 -0.6089 1.7283 0.24 -0.22 -0.23 0.101
H -3.4570 1.9070 -3.6624 -0.04 0.06 0.01 0.095
H 3.7861 1.3714 2.9509 -0.05 0.08 -0.05 0.229
H 5.3750 1.3061 2.5173 -0.06 0.04 -0.16 0.285
H -2.2394 -0.7070 -2.8204 0.01 0.07 -0.12 0.340
H 4.0605 -2.3407 2.6077 0.04 -0.11 -0.02 0.446
H 3.2026 0.0974 -2.3175 0.13 0.15 -0.21 0.351
H 0.5308 -0.8040 5.1468 0.01 0.17 -0.13 0.377
H -5.5311 2.0713 -2.8305 -0.04 0.03 -0.04 0.315
H -5.7032 1.5628 -5.3160 0.04 0.05 0.03 0.407
H 2.7468 -2.0714 6.3818 0.13 0.04 -0.01 0.334
H -1.7460 -0.2427 -1.1869 -0.08 -0.07 0.00 0.061
H 1.5686 -0.0430 -1.7147 -0.16 0.07 -0.23 0.520
H -1.0332 0.0914 -4.4780 -0.09 0.00 0.04 0.407
H 4.6105 -1.2505 1.3678 -0.04 0.16 -0.16 0.495
H 5.7164 -0.7653 3.5407 0.13 -0.06 0.00 0.480
H -1.4053 2.2658 -5.7102 0.00 -0.03 -0.02 0.422
H -6.2350 0.6621 -2.0079 0.01 -0.02 0.00 0.238